Entry 1:
90
Properties=species:S:1:pos:R:3 method="wB97M-V/def2-TZVPD" homo_ev=-10.485 energy_ha=-4073.59844 total_charge=+1 orbital_gap_ev=6.6 largest_force_ev_per_a=5.8
C 2.224 -2.478 1.084
C 2.258 -1.660 0.015
C 1.035 -0.917 -0.411
C 0.297 -1.389 -1.507
C 0.575 -2.626 -2.352
O 1.708 -3.431 -2.046
C 2.858 -3.096 -2.621
C 4.044 -3.755 -1.974
O 2.973 -2.389 -3.580
C -0.875 -0.687 -1.842
I -2.020 -1.385 -3.482
C -1.316 0.409 -1.128
C -0.557 0.856 -0.042
C 0.617 0.210 0.328
C 1.393 0.737 1.519
C 2.442 1.823 1.119
C 3.895 1.350 1.301
S 5.019 2.173 0.111
C 5.671 0.925 -0.985
S 4.859 0.653 -2.382
N 6.844 0.220 -0.741
C 7.726 0.267 -1.914
C 7.847 -1.098 -2.624
C 7.538 0.510 0.530
C 6.828 -0.164 1.729
C -1.089 2.031 0.696
O -0.381 2.925 1.085
C -2.561 2.021 0.889
C -3.129 2.442 2.090
C -2.359 2.967 3.273
O -2.215 1.942 4.299
N -1.821 0.744 3.713
O -2.047 -0.163 4.412
C -4.503 2.358 2.199
C -5.308 1.877 1.168
C -6.790 1.814 1.489
C -7.067 0.701 2.528
C -7.466 -0.662 1.941
C -6.259 -1.590 1.853
C -4.749 1.493 -0.064
C -5.639 1.031 -1.207
C -5.274 -0.251 -1.970
C -5.388 -0.001 -3.481
Cl -6.478 -1.560 -1.602
C -3.351 1.566 -0.165
C -2.595 1.176 -1.401
O -2.960 1.488 -2.498
H 1.744 -2.169 2.005
H 2.610 -3.490 1.067
H 3.185 -1.566 -0.536
H 0.552 -2.343 -3.399
H -0.282 -3.281 -2.222
H 4.536 -4.435 -2.661
H 4.690 -2.976 -1.581
H 3.710 -4.347 -1.124
H 1.844 -0.068 2.083
H 0.701 1.251 2.172
H 2.298 2.708 1.730
H 2.253 2.117 0.091
H 4.238 1.630 2.292
H 3.942 0.272 1.219
H 7.426 1.022 -2.630
H 8.721 0.540 -1.568
H 8.888 -1.462 -2.598
H 7.517 -0.937 -3.650
H 7.236 -1.855 -2.148
H 7.658 1.577 0.698
H 8.541 0.094 0.502
H 6.450 0.603 2.393
H 7.524 -0.816 2.244
H 6.012 -0.760 1.334
H -2.916 3.765 3.749
H -1.382 3.353 3.020
H -4.971 2.674 3.123
H -7.066 2.758 1.955
H -7.394 1.712 0.599
H -7.788 1.037 3.268
H -6.152 0.509 3.087
H -7.994 -0.573 0.996
H -8.130 -1.127 2.670
H -5.797 -1.704 2.831
H -5.513 -1.221 1.152
H -6.544 -2.583 1.510
H -6.632 0.874 -0.816
H -5.720 1.869 -1.894
H -4.314 -0.662 -1.686
H -5.840 -0.848 -3.986
H -4.426 0.181 -3.946
H -6.028 0.852 -3.675
K 8.166 -1.582 -5.022

***

Entry 2:
86
Properties=species:S:1:pos:R:3 method="wB97M-V/def2-TZVPD" homo_ev="-0.341 / -0.353" energy_ha=-2322.64191 total_charge=-1 orbital_gap_ev="2.9 / 2.9" largest_force_ev_per_a=5.6 relative_energy_ev=0.000
Y -1.450 -0.001 -1.088
Cl -3.633 0.611 0.094
N -0.194 2.062 -1.502
N -0.655 -2.339 -1.211
C -1.020 2.888 -2.134
C -1.106 -3.077 -2.175
C 1.034 2.791 -1.214
C 0.534 4.237 -1.252
C 2.038 2.552 -2.311
C 1.607 2.377 0.129
H 1.630 2.833 -3.303
H 2.331 1.490 -2.347
H 2.937 3.163 -2.125
H 0.849 2.492 0.918
H 2.477 3.010 0.365
H 1.929 1.323 0.120
C 0.367 -3.101 -0.471
C 0.498 -4.382 -1.286
C -0.163 -3.403 0.948
C 1.666 -2.318 -0.407
H 1.986 -2.054 -1.426
H 2.447 -2.932 0.066
H 1.539 -1.394 0.183
H -1.091 -3.971 0.864
H -0.351 -2.465 1.471
H 0.579 -3.996 1.480
O -0.530 -4.252 -2.340
H 0.260 -5.301 -0.734
H 1.459 -4.487 -1.793
O -0.688 4.160 -2.087
H 1.205 4.961 -1.738
H 0.225 4.606 -0.261
C -2.199 2.396 -2.940
C -2.170 -2.634 -3.144
C -1.667 -1.294 -3.691
H -3.090 -2.466 -2.551
H -2.333 -3.404 -3.892
C -2.028 -0.130 -3.009
C -1.709 1.096 -3.595
H -3.503 -0.192 -0.998
C -1.019 1.199 -4.858
C -0.575 -0.013 -5.417
C -0.698 2.541 -5.500
C -0.925 -1.287 -4.916
H -0.010 0.026 -6.305
C -0.499 -2.576 -5.581
H 0.082 -2.290 -6.448
H -1.393 -3.135 -5.868
H 0.093 -3.161 -4.871
H -1.625 3.119 -5.580
H -0.290 2.307 -6.474
H 0.025 3.068 -4.880
H -2.513 3.185 -3.638
H -3.017 2.185 -2.233
C 3.358 2.205 3.443
C 2.896 0.786 3.357
C 3.651 -0.132 2.652
C 3.291 -1.488 2.606
C 2.110 -1.895 3.194
C 1.249 -0.939 3.773
N 0.009 -1.416 4.196
C -1.230 -0.795 4.282
C -2.103 -1.216 5.324
C -3.277 -0.533 5.579
C -3.622 0.566 4.786
C -2.811 0.926 3.716
C -1.649 0.214 3.399
C -0.867 0.607 2.181
O -0.486 1.851 2.211
O -0.648 -0.202 1.211
C 1.699 0.373 3.996
C 0.965 1.327 4.905
H 2.625 2.910 3.012
H 3.551 2.525 4.480
H 4.297 2.323 2.885
H 4.558 0.210 2.157
H 3.939 -2.219 2.106
H 1.804 -2.941 3.191
H 0.008 -2.381 4.512
H -1.792 -2.074 5.944
H -3.923 -0.856 6.395
H -4.531 1.135 4.992
H -3.074 1.785 3.071
H 0.310 1.968 4.318
H 0.367 0.791 5.642
H 1.674 1.959 5.438